[1]
# C2HI3

A cluster of 2 separate species, C2HI3 in total in a non-equilibrium geometry (ωB97M-V with the def2-TZVPD basis set, the OMol25 dataset).

Properties
relative energy (zero: lowest compared OMol25 entry of this formula, charge and spin): 219.10 kJ/mol
LUMO energy (spin up / spin down): -0.0963 / -0.0560 Ha
total energy: -26388.41940 eV
F_max: 2.28 eV/Å

Structure (ORCA input):
```
! RIJCOSX wB97M-V def2-TZVPD def2/J DEFGRID3
* xyz 0 1
C 0.40140 -0.34430 -0.75467
C -0.48529 0.46385 -0.25758
I 2.04717 -1.27228 0.19858
I -2.19094 1.45633 -0.25176
I 0.01762 0.33752 2.93047
H 0.21006 -0.64111 -1.86503
*
```

***

[2]
# C28H29AuN5O3S2

A structure of composition C28H29AuN5O3S2 (ωB97M-V with the def2-TZVPD basis set, the OMol25 dataset).

Properties
relative energy (zero: lowest compared OMol25 entry of this formula, charge and spin): 0.00 kJ/mol
LUMO energy: -0.1076 Ha
total energy: -68456.41103 eV
F_max: 0.54 eV/Å

Structure (ORCA input):
```
! RIJCOSX wB97M-V def2-TZVPD def2/J DEFGRID3
* xyz 1 1
Au 0.47354 0.44432 -0.63240
O -2.73828 -2.36844 -1.62067
C -2.79243 -3.05484 -0.43835
C -3.86910 -3.91841 -0.27055
C -3.98582 -4.66531 0.88698
C -3.02859 -4.56773 1.89178
C -1.95735 -3.71345 1.72513
C -1.82525 -2.94306 0.56841
C -0.67235 -2.03032 0.43222
O -0.96492 -0.90600 -0.23928
N 0.46288 -2.33100 0.93350
N 1.44484 -1.36306 0.73423
C 2.51565 -1.60114 1.39276
S 3.86381 -0.49254 1.33831
C 5.05312 -1.70634 1.96811
C 4.34379 -2.50976 3.03923
S 2.72813 -3.02496 2.39053
H -1.93717 -1.83055 -1.63608
H -4.59268 -4.00036 -1.07102
H -4.82825 -5.33452 1.00477
H -3.11994 -5.15555 2.79459
H -1.19613 -3.61917 2.48839
H 5.90118 -1.15428 2.37075
H 5.39021 -2.34207 1.15095
H 4.19458 -1.91685 3.94049
H 4.89900 -3.41200 3.29216
O 0.27345 1.38793 1.34119
C 1.29936 1.88553 1.97489
C 1.34923 1.82997 3.38533
C 2.41823 2.33035 4.08670
C 3.50306 2.91767 3.42362
C 3.47475 2.99633 2.05383
C 2.38641 2.50165 1.31510
C 2.40289 2.63640 -0.12767
N 1.77167 1.91332 -1.06135
C 2.12742 2.39819 -2.30995
C 2.98646 3.42241 -2.13498
N 3.14147 3.55916 -0.77378
H 0.51326 1.36529 3.89228
H 2.42486 2.26132 5.16750
H 4.35383 3.28915 3.97736
H 4.33271 3.41160 1.53579
H 1.74315 1.97220 -3.21897
H 3.49018 4.05514 -2.84305
H 3.67641 4.27093 -0.30689
C -3.08360 1.60099 0.74789
N -2.91771 0.95418 -0.58338
C -4.21158 0.49688 -1.15117
C -2.17277 1.86374 -1.53557
C -1.52267 1.11111 -2.66693
C -2.12695 1.08247 -3.92215
C -1.55764 0.37829 -4.97220
C -0.36961 -0.30792 -4.77624
C 0.25676 -0.28052 -3.53416
C -0.30983 0.43794 -2.49397
H -3.65423 0.93295 1.38848
H -3.62135 2.53878 0.61794
H -2.09344 1.76898 1.17284
H -2.32921 0.10913 -0.43094
H -4.86937 1.35788 -1.25728
H -4.65222 -0.23029 -0.47357
H -4.03205 0.02432 -2.11311
H -1.42791 2.38753 -0.93615
H -2.89867 2.58895 -1.90297
H -3.05406 1.62285 -4.07793
H -2.04313 0.36318 -5.93860
H 0.07474 -0.87059 -5.58675
H 1.18525 -0.81796 -3.38597
*
```

***

[3]
# C28H27N5O3Zn

A structure of composition C28H27N5O3Zn (ωB97M-V with the def2-TZVPD basis set, the OMol25 dataset).

Properties
relative energy (zero: lowest compared OMol25 entry of this formula, charge and spin): 1.78 kJ/mol
LUMO energy: 0.0031 Ha
total energy: -91489.71312 eV
F_max: 0.21 eV/Å

Structure (ORCA input):
```
! RIJCOSX wB97M-V def2-TZVPD def2/J DEFGRID3
* xyz 0 1
Zn -0.40491 -0.20239 0.04100
C 3.01033 -1.04208 2.80318
C 2.15849 -1.04462 1.68558
N 1.09708 -0.27951 1.60695
C 0.79245 0.57376 2.62066
C 1.61471 0.67162 3.76377
C 2.73470 -0.18814 3.83015
C 1.32035 1.62630 4.76268
C 0.25745 2.46178 4.57054
C -0.58106 2.37044 3.44659
C -0.37863 1.41405 2.45662
N -1.08862 1.20953 1.31464
C -2.19114 1.91954 0.91838
C -3.15321 2.51628 1.71501
C -4.23054 3.23560 1.15792
C -4.38140 3.37855 -0.19008
C -3.45771 2.74225 -1.05425
C -3.54208 2.81411 -2.46279
C -2.63361 2.15193 -3.23642
C -1.64207 1.37768 -2.60454
N -1.53233 1.29920 -1.29979
C -2.39671 1.99072 -0.51063
H 3.87264 -1.69353 2.82049
H 2.36505 -1.67496 0.82865
H 3.37758 -0.14061 4.70131
H 1.95029 1.69723 5.63953
H 0.04014 3.22680 5.30631
H -1.37685 3.08983 3.34655
H -3.09813 2.41533 2.78778
H -4.94798 3.69080 1.82963
H -5.19565 3.95466 -0.61049
H -4.33663 3.39793 -2.91267
H -2.67080 2.19364 -4.31609
H -0.93435 0.79389 -3.18360
N -1.46754 -1.73488 1.82209
C -1.44692 -3.18942 1.66779
C -2.02633 -3.59939 0.32390
C -1.25054 -3.10796 -0.89066
N -1.40119 -1.66316 -1.13635
H -1.04379 -1.45452 2.69923
H -2.41945 -1.38228 1.83548
H -1.98591 -3.71338 2.46657
H -0.40366 -3.51324 1.72273
H -3.06734 -3.26038 0.25373
H -2.06282 -4.69084 0.28501
H -1.57493 -3.67432 -1.76869
H -0.18395 -3.31016 -0.76272
H -2.38443 -1.43245 -1.24410
H -0.93226 -1.44233 -2.02852
O 3.78451 0.13355 -0.94888
C 3.90449 -0.33320 -2.20576
C 5.18557 -0.39695 -2.75610
C 5.36659 -0.86268 -4.04267
C 4.27916 -1.27287 -4.81077
C 3.01178 -1.20913 -4.26676
C 2.80014 -0.74655 -2.96818
C 1.40159 -0.71195 -2.43364
O 0.45737 -1.05564 -3.15730
O 1.27128 -0.31719 -1.21135
H 2.81600 0.12347 -0.75850
H 6.02046 -0.07006 -2.15037
H 6.36672 -0.90564 -4.45615
H 4.42536 -1.63520 -5.81936
H 2.14319 -1.51887 -4.83228
*
```